DFT (wB97M-V/def2-TZVPD) results for a 2-piece molecular cluster, C3H5O2S2 overall at a distorted geometry.

Cartesian coordinates (Å):
C 0.701 0.360 0.093
C -1.731 1.160 0.038
C -0.450 1.205 -0.523
O 0.542 -0.280 1.142
O 1.865 0.447 -0.477
S 0.210 2.229 -1.739
S 0.841 -3.356 0.262
H -1.908 0.589 0.923
H -2.466 1.845 -0.306
H 0.472 -3.608 1.579
H 1.421 1.473 -1.290
H 0.505 -2.063 0.298

Calculated values
Energy above the lowest of the compared OMol25 structures with the same formula, charge and spin ... 79.9 kJ/mol
LUMO energy ... 3.37 eV
Net charge ... -1
E ... -28958.5838 eV
Spin multiplicity ... 1
Gap between HOMO and LUMO ... 7.5 eV
Molar mass ... 137.21 Da

---

DFT (wB97M-V/def2-TZVPD) results for a 2-piece molecular cluster, H4NP overall at a distorted geometry.

Cartesian coordinates (Å):
N -0.666 0.326 -0.111
P 1.044 0.135 -0.172
H -1.148 -0.803 -0.751
H -1.172 0.985 -0.639
H 0.820 -1.118 0.441
H 1.121 0.476 1.233

Calculated values
Energy above the lowest of the compared OMol25 structures with the same formula, charge and spin ... 179.7 kJ/mol
LUMO energy ... 0.56 eV
Net charge ... 0
E ... -10841.2686 eV
Spin multiplicity ... 1
Gap between HOMO and LUMO ... 9.5 eV
Molar mass ... 49.01 Da